A structure of composition C42H29Cl3N11O2S2Zr, computed with ωB97M-V/def2-TZVPD.

Structure (XYZ):
```
90
Properties=species:S:1:pos:R:3:forces:R:3:lowdin_charge:R:1
Zr 0.11534 0.08946 0.05816 -1.229 -0.355 -0.973 1.73
C 2.83191 3.69935 -5.01308 0.150 0.043 0.190 -0.13
C 1.72426 3.20292 -5.73826 -0.210 -0.118 -0.105 -0.12
C 0.75064 2.44638 -5.13377 -0.081 -0.009 -0.215 -0.03
C 0.87356 2.16972 -3.76326 0.177 -0.011 0.588 -0.13
C 0.06231 1.46507 -2.83213 0.306 0.191 -0.224 -0.32
N -1.08590 0.87841 -3.21471 -0.744 -0.335 0.035 0.20
C -1.92976 0.26470 -2.46165 0.249 0.178 -0.276 -0.34
C -3.26832 -0.17909 -2.85742 -0.163 -0.064 0.286 -0.10
C -3.89935 -0.29745 -4.08378 0.027 0.016 -0.045 -0.02
C -5.21612 -0.74013 -4.09515 0.073 0.031 -0.116 -0.09
C -5.89371 -1.03824 -2.91398 -0.076 -0.030 0.157 -0.10
C -5.27232 -0.90128 -1.67836 -0.050 -0.024 -0.060 -0.02
C -3.95635 -0.47865 -1.66886 0.241 0.027 -0.396 -0.10
C -3.01613 -0.23400 -0.57648 0.048 0.097 0.043 -0.31
N -3.33911 -0.29355 0.72178 -0.015 0.209 0.248 0.16
C -2.52496 0.35624 1.54784 -0.476 -0.314 -0.241 -0.33
N -1.54885 1.14201 1.09215 0.318 -0.067 0.087 -0.07
C -0.30375 0.86294 3.00431 -0.397 0.396 0.299 -0.48
N 0.84448 1.54049 3.51457 0.188 -0.077 -0.126 0.19
C 1.64965 1.84233 2.53234 -0.409 -0.136 0.267 -0.27
N 1.51874 1.61001 1.16155 -0.105 -0.039 0.109 0.05
C 2.53260 2.30563 0.53103 0.243 0.116 -0.770 -0.30
N 2.70127 2.55516 -0.72500 0.185 0.016 0.773 0.18
C 1.80922 2.23377 -1.69163 -0.159 0.110 -0.519 -0.33
N 0.64315 1.53245 -1.56910 0.166 -0.295 -0.289 -0.01
C 1.99019 2.66106 -3.04037 -0.532 -0.403 0.311 -0.14
C 2.97307 3.43422 -3.67381 0.190 0.162 -0.054 -0.06
C 3.45507 2.85170 1.53158 -0.033 -0.015 0.575 -0.10
C 4.64447 3.55270 1.41899 -0.098 -0.044 -0.093 -0.01
C 5.26482 3.95693 2.59191 0.039 0.022 0.016 -0.09
C 4.70230 3.68282 3.83933 0.063 0.044 0.087 -0.09
C 3.50271 2.99437 3.94986 -0.106 -0.066 -0.041 -0.02
C 2.89507 2.57703 2.77834 0.482 0.275 -0.318 -0.10
C -1.50736 0.44135 3.83205 -0.080 -0.002 -0.201 -0.07
C -1.58716 0.29831 5.19958 0.144 0.015 0.000 -0.03
C -2.78441 -0.10694 5.78168 -0.057 -0.010 0.058 -0.08
C -3.89235 -0.37588 4.99500 0.016 0.000 0.048 -0.08
C -3.82203 -0.22262 3.61606 -0.031 0.006 -0.127 -0.01
C -2.64424 0.19684 3.02382 0.038 0.013 0.235 -0.08
N -1.82362 0.08260 -1.07955 -0.106 0.275 0.167 -0.04
H 3.57321 4.29473 -5.53367 0.011 -0.006 0.043 0.09
H 1.64964 3.43554 -6.79501 -0.032 -0.031 0.022 0.09
H -0.10257 2.06907 -5.68538 0.038 0.021 -0.003 0.10
H -3.36924 -0.06003 -4.99803 -0.029 -0.008 0.023 0.11
H -5.73301 -0.85883 -5.04012 0.022 0.006 -0.002 0.09
H -6.92043 -1.38015 -2.96549 0.013 -0.002 0.011 0.09
H -5.78559 -1.12272 -0.75127 -0.002 -0.004 -0.011 0.11
H 3.81357 3.80900 -3.10144 -0.004 0.008 -0.039 0.10
H 5.06058 3.77213 0.44383 -0.005 -0.005 0.018 0.11
H 6.20122 4.49992 2.54487 -0.008 -0.004 -0.009 0.10
H 5.21266 4.01937 4.73396 -0.011 -0.006 -0.011 0.09
H 3.04870 2.78583 4.91019 0.005 0.007 -0.006 0.11
H -0.71992 0.51418 5.81181 -0.012 0.001 -0.015 0.11
H -2.84758 -0.21279 6.85822 0.003 0.006 -0.018 0.10
H -4.81608 -0.70276 5.45602 0.009 0.002 -0.013 0.10
H -4.67456 -0.43070 2.98188 0.026 0.005 0.004 0.11
C 2.35770 -3.25149 2.12557 -0.121 -0.046 0.085 -0.01
C 1.64281 -1.98960 1.77164 0.502 -0.435 -0.939 -0.34
N 1.67875 -1.48968 0.56558 -0.108 -0.478 0.462 -0.16
O 2.25486 -2.31042 -0.36424 0.342 -0.024 0.055 -0.14
C 0.91609 -1.20685 2.72893 -1.024 0.967 0.365 -0.32
C 1.08654 -1.42177 4.20304 0.127 -0.065 0.019 0.01
N 0.15583 -0.27447 2.21479 1.025 -0.660 0.441 -0.08
O -0.91278 1.82621 2.12977 0.132 -0.057 0.069 -0.07
H 2.31904 -3.93427 1.28185 -0.014 0.019 -0.008 0.08
H 1.89682 -3.72149 2.99186 0.007 0.022 0.005 0.08
H 3.41025 -3.05161 2.34677 -0.012 0.026 -0.014 0.10
H 1.49463 -2.51015 -1.00809 -0.151 0.069 -0.026 -0.05
H 2.02951 -1.92542 4.41310 -0.027 -0.012 -0.024 0.08
H 0.27312 -2.03189 4.60284 -0.020 -0.004 -0.082 0.10
H 1.08958 -0.46454 4.71707 0.010 -0.002 0.009 0.06
C -3.04783 -4.36025 0.37424 -0.075 0.168 0.081 -0.15
C -1.93978 -3.42632 -0.06180 -0.109 -0.069 -0.488 -0.76
S -1.19677 -2.46322 1.14647 0.615 0.379 0.467 0.77
C -1.57295 -3.33013 -1.37070 -0.300 -0.183 0.442 -0.78
C -2.31480 -4.06570 -2.45957 0.005 0.031 -0.016 -0.13
S -0.29571 -2.33264 -1.93864 0.840 0.633 -0.206 0.66
H -3.14110 -4.32600 1.45849 -0.046 -0.060 -0.010 0.05
H -2.84973 -5.39109 0.07035 -0.005 -0.007 0.027 0.07
H -4.00845 -4.06236 -0.05796 -0.024 -0.025 0.051 0.07
H -3.11550 -4.69895 -2.07631 0.045 0.031 -0.026 0.06
H -1.62444 -4.68207 -3.03916 0.002 -0.026 -0.007 0.06
H -2.74729 -3.34036 -3.15460 -0.032 -0.018 -0.008 0.06
Cl 5.25902 -1.87913 -3.82698 -0.067 -0.032 0.060 0.60
C 4.40847 -0.32081 -3.72100 0.528 0.179 -0.133 -1.58
Cl 5.34665 0.78878 -2.69077 -0.183 -0.101 -0.124 0.61
Cl 4.22471 0.35226 -5.34815 -0.049 0.051 0.082 0.64
C 3.09989 -0.51940 -3.13469 -0.347 -0.017 0.129 -0.34
N 2.06325 -0.67613 -2.67167 0.321 -0.069 -0.119 0.22
```
Forces are in eV/Å.

**2S+1**: 1
**E_HOMO (alpha / beta)**: -0.12347 / -0.12432 Ha
**Lowest unoccupied orbital energy (alpha / beta)**: 1.171 / 1.394 eV
**Charge**: -1
**ΔE to the lowest compared entry with this formula, charge and spin**: 2.732 eV